30
Properties=species:S:1:pos:R:3:nbo_charge:R:1 method="wB97M-V/def2-TZVPD" homo_energy_ev=-8.165 multiplicity=1 smiles="O=S(=O)(NCc1csc(-c2cccs2)n1)c1cccs1" energy_ev=-63021.6205 homo_lumo_gap_ev=8.22 largest_force_ev_per_a=1.4
O -2.16505 1.83924 0.12765 -0.945
S -2.40799 0.58790 0.78429 2.332
O -2.35467 0.51401 2.21234 -0.925
N -1.41043 -0.60379 0.16960 -0.856
C -0.56383 -0.25907 -0.95795 -0.254
C 0.70595 0.41226 -0.53179 0.091
C 0.83717 1.73192 -0.21059 -0.425
S 2.44094 2.08011 0.28601 0.406
C 2.83549 0.37997 0.02151 0.050
C 4.14790 -0.12210 0.24791 -0.265
C 5.26047 0.55957 0.67338 -0.213
C 6.39396 -0.26349 0.78064 -0.261
C 6.13542 -1.55553 0.43828 -0.402
S 4.50050 -1.79992 -0.02387 0.485
N 1.83282 -0.32388 -0.38992 -0.441
C -3.98108 0.00034 0.23915 -0.560
C -4.74057 0.48408 -0.78035 -0.211
C -5.92620 -0.25979 -0.96128 -0.263
C -6.02911 -1.28837 -0.07737 -0.388
S -4.68653 -1.36733 0.99556 0.503
H -0.91858 -1.08017 0.91056 0.413
H -1.15164 0.40835 -1.58893 0.231
H -0.32118 -1.17598 -1.50110 0.227
H 0.07874 2.48727 -0.22722 0.267
H 5.25010 1.61153 0.89630 0.224
H 7.35919 0.08801 1.09773 0.227
H 6.81436 -2.38494 0.43025 0.237
H -4.45272 1.34240 -1.35830 0.245
H -6.66272 -0.03673 -1.71145 0.231
H -6.82071 -2.00586 0.00894 0.241